Version w
{
  "formula": "C5H10",
  "method": "the ωB97M-V functional and the def2-TZVPD basis",
  "lumo_energy_ev": -1.468,
  "gap_ha": 0.1961,
  "elements": ["H", "C", "H", "H", "H", "C", "H", "H", "H", "C", "H", "H", "C", "C", "H"],
  "coordinates": [[0.296, 1.328, 2.168], [-1.749, 0.245, -0.176], [1.541, 1.872, 1.352], [0.347, -2.155, -0.521], [-2.710, -0.186, 0.088], [0.571, 0.536, 0.132], [-1.453, -1.917, -1.258], [4.838, -0.154, -3.695], [4.773, 0.580, -3.570], [1.062, 0.896, 1.492], [1.600, 0.294, 2.223], [-2.000, 1.302, -0.327], [-0.655, -1.736, -0.559], [-0.509, -0.363, -0.290], [0.168, 1.489, -0.240]],
  "mulliken_charge": [0.29, -0.79, 0.32, 0.34, 0.30, -0.50, 0.31, 0.01, -0.01, -0.90, 0.33, 0.25, -0.96, 0.79, 0.21]
}

=====

Version x
{
  "formula": "C5H10",
  "method": "the ωB97M-V functional and the def2-TZVPD basis",
  "lumo_energy_ev": 1.253,
  "gap_ha": 0.4051,
  "smiles": "CCC1CC1",
  "elements": ["H", "H", "H", "H", "C", "H", "C", "H", "H", "H", "H", "H", "C", "C", "C"],
  "coordinates": [[1.939, 0.742, 0.937], [-0.006, -1.601, 0.561], [-1.176, 0.346, 1.616], [2.513, -0.908, 1.204], [1.763, -0.252, 0.622], [1.141, 0.374, -1.395], [-0.719, 0.529, 0.571], [-2.353, 1.588, -0.944], [-2.738, -0.259, -0.171], [-1.290, 0.081, -1.450], [-0.190, 1.520, 0.549], [1.412, -1.501, -1.291], [1.259, -0.552, -0.757], [0.283, -0.563, 0.455], [-1.839, 0.454, -0.507]],
  "mulliken_charge": [0.22, 0.38, 0.27, 0.23, -0.64, 0.24, -0.44, 0.25, 0.24, 0.28, 0.24, 0.26, -0.53, -0.07, -0.92]
}

=====

Version y
{
  "formula": "C5H10",
  "method": "the ωB97M-V functional and the def2-TZVPD basis",
  "lumo_energy_ev": 0.730,
  "gap_ha": 0.3193,
  "elements": ["H", "H", "H", "H", "H", "C", "C", "H", "H", "C", "C", "H", "H", "H", "C"],
  "coordinates": [[1.358, 0.153, -1.758], [-1.306, 1.727, -0.099], [0.294, 2.496, -0.151], [-1.505, -0.725, 0.638], [-0.467, -2.536, -0.531], [-0.428, -0.835, 0.847], [0.517, -0.221, -1.155], [-0.299, -0.964, 1.928], [-0.399, -0.205, -1.752], [-0.308, 1.731, 0.359], [0.344, 0.359, 0.254], [1.045, -1.448, -0.792], [1.339, 0.384, 0.723], [-0.419, 2.035, 1.408], [0.234, -1.951, 0.081]],
  "mulliken_charge": [0.40, 0.33, 0.37, 0.26, 0.17, -0.54, -0.88, 0.34, 0.33, -1.44, 0.44, 0.25, 0.23, 0.35, -0.60]
}

=====

Version z
{
  "formula": "C5H10",
  "method": "the ωB97M-V functional and the def2-TZVPD basis",
  "lumo_energy_ev": 1.320,
  "gap_ha": 0.4020,
  "smiles": "C=CCCC",
  "elements": ["H", "H", "H", "C", "C", "H", "H", "C", "H", "C", "H", "C", "H", "H", "H"],
  "coordinates": [[0.558, 2.291, 0.200], [1.887, -1.818, 1.154], [-0.634, -2.115, -0.588], [-0.522, 2.130, 0.202], [0.382, -0.170, -0.575], [-1.025, 2.856, -0.424], [-0.828, 2.305, 1.233], [-0.854, 0.690, -0.268], [-1.516, 0.758, -1.127], [1.027, -2.251, 0.665], [1.271, 0.250, -0.100], [0.218, -1.597, -0.150], [-1.419, 0.173, 0.521], [0.585, -0.201, -1.649], [0.870, -3.301, 0.905]],
  "mulliken_charge": [0.31, 0.24, 0.30, -1.00, -0.55, 0.27, 0.26, -0.42, 0.33, -0.77, 0.35, -0.15, 0.33, 0.24, 0.25]
}

=====

List of relative energies, unit kJ/mol: version w 641.9; version x 132.1; version y 331.8; version z 0.0

=====

Version w
{
  "formula": "C5H10",
  "method": "the ωB97M-V functional and the def2-TZVPD basis",
  "lumo_energy_ev": 1.142,
  "gap_ha": 0.3639,
  "smiles": "CC=C(C)C",
  "elements": ["H", "H", "H", "H", "H", "H", "H", "C", "C", "H", "C", "H", "C", "C", "H"],
  "coordinates": [[1.428, 1.935, -0.061], [1.958, -1.299, -0.929], [-2.592, -0.338, 0.905], [-2.623, -0.605, -0.836], [2.638, 0.052, 0.042], [-0.564, -1.826, 0.129], [-0.024, 1.773, 0.956], [1.823, -0.709, -0.011], [0.460, -0.042, -0.004], [-1.984, 0.925, -0.242], [-0.650, -0.754, 0.017], [-0.205, 1.933, -0.781], [0.422, 1.502, 0.015], [-2.028, -0.179, -0.012], [1.807, -1.454, 0.784]],
  "mulliken_charge": [0.35, 0.28, 0.29, 0.31, 0.32, 0.34, 0.35, -1.28, 0.90, 0.22, -0.20, 0.33, -1.45, -1.09, 0.31]
}

=====

Version x
{
  "formula": "C5H10",
  "method": "the ωB97M-V functional and the def2-TZVPD basis",
  "lumo_energy_ev": 0.438,
  "gap_ha": 0.3218,
  "elements": ["H", "C", "H", "H", "H", "C", "H", "H", "H", "C", "H", "H", "C", "H", "C"],
  "coordinates": [[0.079, 0.801, 1.344], [1.751, 0.063, 0.208], [-1.650, -0.656, 0.584], [-0.437, 2.023, -0.686], [-0.134, 0.573, -1.682], [0.253, 0.235, 0.420], [-0.441, -1.704, -0.357], [2.248, 1.038, 0.139], [-2.333, -0.147, -1.177], [-0.522, 0.930, -0.714], [2.209, -0.484, 1.042], [-0.477, -1.631, 1.444], [-0.566, -1.056, 0.518], [1.966, -0.490, -0.715], [-1.945, 0.506, -0.369]],
  "mulliken_charge": [0.22, -1.45, 0.25, 0.35, 0.29, 0.51, 0.34, 0.35, 0.17, -0.61, 0.37, 0.40, -0.95, 0.33, -0.58]
}

=====

Version y
{
  "formula": "C5H10",
  "method": "the ωB97M-V functional and the def2-TZVPD basis",
  "lumo_energy_ev": 1.214,
  "gap_ha": 0.3927,
  "smiles": "C=CC.C=C",
  "elements": ["C", "H", "H", "C", "H", "C", "H", "C", "H", "H", "H", "H", "H", "H", "C"],
  "coordinates": [[-1.006, 1.005, 1.273], [0.403, -1.733, 2.489], [-0.800, -0.136, -2.138], [-0.201, -1.366, 1.666], [0.276, -1.835, 0.805], [-0.067, 0.121, 1.572], [-0.816, 2.062, 1.216], [1.244, 0.168, -2.198], [0.898, 0.532, 1.883], [-1.240, -1.674, 1.770], [1.566, -0.804, -1.831], [2.072, 0.839, -2.397], [-2.019, 0.717, 0.973], [-0.312, 1.534, -2.722], [0.001, 0.568, -2.362]],
  "mulliken_charge": [-0.84, 0.31, 0.20, -0.98, 0.21, 0.21, 0.27, -0.43, 0.28, 0.33, 0.22, 0.21, 0.22, 0.24, -0.44]
}

=====

List of relative energies, unit kJ/mol: version w 0.0; version x 343.2; version y 106.0

=====

Version w
{
  "formula": "C5H10",
  "method": "the ωB97M-V functional and the def2-TZVPD basis",
  "lumo_energy_ev": 1.301,
  "gap_ha": 0.3369,
  "elements": ["H", "C", "H", "H", "H", "H", "H", "H", "C", "H", "H", "H", "C", "C", "C"],
  "coordinates": [[0.048, 1.125, 0.876], [0.481, 0.105, 0.691], [-2.248, 0.281, 0.693], [-0.762, -1.637, 1.249], [-0.165, 0.832, -1.538], [-2.269, -0.506, -0.900], [2.497, 0.866, 0.375], [-1.041, 2.057, -0.565], [-0.664, 1.013, -0.593], [-0.119, -1.626, -0.410], [2.352, -0.783, 0.997], [2.006, -0.470, -0.707], [1.905, -0.052, 0.308], [-1.619, -0.081, -0.131], [-0.506, -0.989, 0.405]],
  "mulliken_charge": [0.31, 0.07, 0.25, 0.32, 0.33, 0.29, 0.32, 0.34, -0.86, 0.24, 0.34, 0.32, -1.25, -0.45, -0.57]
}

=====

Version x
{
  "formula": "C5H10",
  "method": "the ωB97M-V functional and the def2-TZVPD basis",
  "lumo_energy_ev": -0.189,
  "gap_ha": 0.2538,
  "elements": ["H", "H", "H", "H", "H", "H", "C", "H", "C", "C", "H", "C", "H", "H", "C"],
  "coordinates": [[3.091, -1.266, 0.024], [-5.439, -1.639, -0.672], [1.886, 0.124, 2.363], [-0.897, -0.483, 0.084], [-0.568, 2.189, -0.752], [-5.852, -1.050, -0.931], [-0.047, 0.074, -0.130], [-0.093, -0.160, 2.074], [0.226, 1.512, -0.546], [1.112, -0.506, 0.274], [0.944, 2.153, 0.181], [0.916, -0.261, 1.592], [0.729, 1.489, -1.545], [1.881, -1.157, -1.534], [2.112, -1.019, -0.479]],
  "mulliken_charge": [0.23, -0.01, 0.20, 0.56, 0.35, 0.01, -0.56, 0.30, -0.92, 0.65, 0.24, -0.79, 0.29, 0.28, -0.82]
}

=====

Version y
{
  "formula": "C5H10",
  "method": "the ωB97M-V functional and the def2-TZVPD basis",
  "lumo_energy_ev": 1.265,
  "gap_ha": 0.4013,
  "smiles": "C=CCCC",
  "elements": ["C", "C", "H", "H", "H", "H", "C", "H", "H", "H", "H", "C", "H", "C", "H"],
  "coordinates": [[0.941, 0.172, 0.272], [-1.226, -1.089, 0.751], [1.918, 0.533, 0.733], [-0.512, 0.698, 1.832], [-0.873, -2.112, 0.416], [1.338, -0.752, -0.259], [0.293, 0.822, -2.060], [0.388, -0.864, 2.097], [0.407, 2.177, -0.448], [-1.996, -1.321, 1.454], [-1.722, -0.718, -0.214], [0.451, 1.141, -0.775], [0.172, 1.671, -2.696], [-0.083, -0.216, 1.381], [0.506, -0.142, -2.486]],
  "mulliken_charge": [-0.62, -1.11, 0.29, 0.31, 0.28, 0.29, -0.82, 0.28, 0.30, 0.36, 0.29, -0.06, 0.29, -0.36, 0.29]
}

=====

Version z
{
  "formula": "C5H10",
  "method": "the ωB97M-V functional and the def2-TZVPD basis",
  "lumo_energy_ev": 1.151,
  "gap_ha": 0.3812,
  "smiles": "C=CC.C=C",
  "elements": ["H", "H", "C", "H", "C", "H", "H", "H", "C", "H", "C", "H", "H", "C", "H"],
  "coordinates": [[0.855, 0.260, 1.160], [-1.122, 0.987, -1.381], [-1.415, 0.125, -0.746], [-1.984, 1.539, 0.877], [-1.072, -1.088, -1.231], [-1.186, 0.098, 1.438], [-0.433, -1.133, -2.065], [1.845, 1.655, 0.389], [2.709, -0.214, 0.191], [-2.830, -0.028, 0.826], [-1.843, 0.457, 0.667], [3.709, 0.052, 0.105], [2.442, -1.278, -0.036], [1.755, 0.599, 0.587], [-1.430, -2.031, -0.781]],
  "mulliken_charge": [0.06, 0.26, 0.00, 0.27, -0.67, 0.27, 0.29, 0.24, -0.50, 0.33, -0.98, 0.28, 0.19, -0.29, 0.25]
}

=====

List of relative energies, unit kJ/mol: version w 211.2; version x 548.2; version y 0.0; version z 156.5

=====

Version w
{
  "formula": "C2HClFN",
  "method": "the ωB97M-V functional and the def2-TZVPD basis",
  "lumo_energy_ev": [-0.913, -0.903],
  "gap_ha": [0.2894, 0.2900],
  "elements": ["C", "Cl", "H", "F", "C", "N"],
  "coordinates": [[-0.618, -0.013, 0.104], [0.266, -1.541, 0.395], [-1.686, -0.397, -0.241], [-0.480, 0.841, 1.140], [0.344, -0.201, -0.950], [2.175, 1.311, -0.449]],
  "mulliken_charge": [0.50, 0.02, 0.33, -0.20, -0.49, -0.15]
}

=====

Version x
{
  "formula": "C2HClFN",
  "method": "the ωB97M-V functional and the def2-TZVPD basis",
  "lumo_energy_ev": 0.286,
  "gap_ha": 0.4573,
  "smiles": "N#C[C@H](F)Cl",
  "elements": ["C", "N", "H", "F", "Cl", "C"],
  "coordinates": [[0.315, 0.209, 0.182], [-1.944, -0.925, -0.377], [0.387, 0.495, 1.200], [0.300, 1.375, -0.478], [1.857, -0.698, -0.320], [-0.914, -0.456, -0.208]],
  "mulliken_charge": [0.29, -0.26, 0.23, -0.20, -0.15, 0.09]
}

=====

Version y
{
  "formula": "C2HClFN",
  "method": "the ωB97M-V functional and the def2-TZVPD basis",
  "lumo_energy_ev": [-2.267, -3.710],
  "gap_ha": [0.3352, 0.2355],
  "elements": ["N", "F", "C", "C", "Cl", "H"],
  "coordinates": [[0.644, -0.409, 2.656], [0.554, 1.802, 0.236], [0.354, -0.061, 1.583], [0.207, 0.522, 0.305], [-2.550, 0.312, 1.388], [-0.010, 0.038, -0.692]],
  "mulliken_charge": [-0.28, -0.14, 0.43, -0.18, -0.18, 0.35]
}

=====

List of relative energies, unit kJ/mol: version w 1008.8; version x 0.0; version y 266.1